(1)
This record from the Open Molecules 2025 dataset describes a molecular structure, C4H2LiO2 in a non-equilibrium geometry. The level of theory is wB97M-V/def2-TZVPD.

Structure (XYZ):
```
9
Properties=species:S:1:pos:R:3
O 0.317 -1.792 1.741
H -0.065 -2.675 1.792
C -0.225 -1.136 0.706
C 0.584 -0.697 -0.310
C 0.843 0.410 -0.877
C 0.171 1.723 -0.536
O -0.997 1.893 -0.981
Li -1.419 -0.314 -1.292
H 0.791 2.589 -0.243
```

HOMO level (alpha / beta): -7.42 / -7.72 eV
multiplicity: 2
energy relative to the best compared isomer or geometry (same formula, charge and spin): 1.556 eV
lowest unoccupied orbital energy (alpha / beta): -0.424 / -0.857 eV

(2)
This record from the Open Molecules 2025 dataset describes C4H2N2OS in the gas phase in a non-equilibrium geometry. The level of theory is wB97M-V/def2-TZVPD.

Structure (XYZ):
```
10
Properties=species:S:1:pos:R:3
C 2.329 0.141 0.024
C -1.292 -0.439 -0.003
C -1.419 0.919 -0.002
C 0.968 0.316 -0.038
N 3.471 0.005 0.086
N -0.036 -0.921 -0.029
O 0.345 -2.086 -0.037
S 0.069 1.751 -0.028
H -2.095 -1.155 0.000
H -2.339 1.468 0.028
```

HOMO level (alpha / beta): -8.72 / -8.73 eV
energy relative to the best compared isomer or geometry (same formula, charge and spin): 1.839 eV
lowest unoccupied orbital energy (alpha / beta): -1.008 / -1.010 eV

(3)
This record from the Open Molecules 2025 dataset describes C4H2N2S in the gas phase in a non-equilibrium geometry. The level of theory is wB97M-V/def2-TZVPD.

Structure (XYZ):
```
9
Properties=species:S:1:pos:R:3
C -0.071 -2.231 0.427
C 0.546 0.405 -1.186
C -0.323 1.678 0.471
C -0.106 -0.884 0.451
N 0.003 -3.381 0.306
N 0.228 1.491 -0.696
S -0.660 0.278 1.447
H 0.975 0.000 -2.063
H -0.591 2.645 0.842
```

HOMO level (alpha / beta): -8.43 / -8.43 eV
energy relative to the best compared isomer or geometry (same formula, charge and spin): 3.657 eV
lowest unoccupied orbital energy (alpha / beta): -1.154 / -1.149 eV

(4)
This record from the Open Molecules 2025 dataset describes a molecular structure, C4H2N4 in a non-equilibrium geometry. The level of theory is wB97M-V/def2-TZVPD.

Structure (XYZ):
```
10
Properties=species:S:1:pos:R:3
C 0.927 -1.433 0.743
C 0.674 0.076 -0.576
C -1.273 1.193 -0.201
C -0.409 0.138 0.393
H 1.148 -2.414 1.252
H -2.166 1.544 0.210
N 1.534 -0.954 -0.281
N 0.605 1.001 -1.512
N -0.685 1.749 -1.179
N -0.354 -0.901 1.152
```

HOMO level: -10.53 eV
energy relative to the best compared isomer or geometry (same formula, charge and spin): 3.102 eV
lowest unoccupied orbital energy: -2.581 eV

| no. | molecular weight (Da) |
| --- | --- |
| 1 | 89.00 |
| 2 | 126.14 |
| 3 | 110.14 |
| 4 | 106.09 |